(1)
112
Properties=species:S:1:pos:R:3:forces:R:3 method="wB97M-V/def2-TZVPD" gap_ev=9.63 fmax_ev_per_a=2.5 charge=+1 spin_multiplicity=1
O -0.7080 -4.4007 2.4087 0.1 0.5 0.0
C -1.6711 -4.4079 1.3765 -0.6 -0.6 -0.2
C -1.6855 -3.1497 0.5177 0.0 -0.2 0.5
C -0.3867 -2.3820 0.3824 0.4 0.4 -0.6
C 0.7994 -3.0351 -0.3199 -1.0 0.9 -0.1
C 1.5545 -2.2395 -1.1333 -0.2 0.6 0.2
C 2.6448 -2.7884 -1.7144 1.3 1.5 -1.6
C 2.9833 -4.0819 -1.5488 0.0 -1.2 0.5
N 2.2720 -4.8818 -0.7508 0.6 0.0 -0.2
C 1.2328 -4.3235 -0.1718 -0.8 -1.3 1.1
C 0.1545 -1.8325 1.7099 -0.5 -0.9 0.6
N 0.9166 -0.5787 1.4902 0.4 -0.6 -0.2
O 1.5120 -0.1627 2.6889 -0.2 0.3 0.1
C 0.0948 0.5085 0.8578 -0.1 0.1 0.1
C -0.1265 1.7020 1.7732 -0.2 0.5 -0.3
F -0.6316 1.3607 2.9599 0.1 -0.2 0.3
F -1.0599 2.4654 1.1600 -0.1 0.0 -0.2
C 1.1507 2.6104 1.9279 0.4 -0.1 0.1
F 2.2061 2.0481 1.3001 -0.1 0.1 0.0
F 1.4748 2.7594 3.2058 -0.1 0.1 0.0
F 0.9517 3.7933 1.3676 0.0 0.0 0.3
C -1.1642 -0.1316 0.2838 -0.1 0.4 -0.3
O -0.7263 -1.2389 -0.4529 -0.2 -0.3 0.4
C -3.0398 -4.5934 2.0367 0.7 -0.3 0.4
F -4.0412 -4.5272 1.1615 -0.2 0.1 -0.3
F -3.0889 -5.7842 2.6403 -0.1 -0.1 0.0
F -3.2297 -3.6619 2.9801 -0.3 0.3 0.1
H -0.1874 -5.2042 2.3639 0.0 -0.2 0.1
H -1.5558 -5.2825 0.7446 0.2 -0.1 -0.2
H -2.0245 -3.4014 -0.4777 0.1 -0.2 -0.3
H -2.4424 -2.4766 0.9190 0.1 0.3 0.1
H 1.3211 -1.2026 -1.2957 -0.1 0.2 -0.3
H 3.2586 -2.1618 -2.3354 0.2 0.1 -0.2
H 3.8548 -4.4703 -2.0463 0.1 -0.3 0.0
H 0.6789 -4.9583 0.5033 0.0 -0.3 -0.1
H 0.8446 -2.5474 2.1380 0.2 -0.1 0.0
H -0.6275 -1.7203 2.4520 -0.1 0.7 0.1
H 1.6801 -0.8172 0.8349 0.0 0.1 0.0
H 2.2426 -0.7794 2.8438 0.2 -0.1 -0.1
H 0.6537 0.8687 0.0030 0.2 0.0 -0.1
H -1.9469 -0.3346 1.0141 0.1 -0.2 0.2
H -1.5780 0.5803 -0.4186 -0.2 0.1 -0.2
C 0.6162 -7.0616 -3.9001 0.2 -0.2 -0.2
C -0.7923 -7.5397 -4.1757 0.0 -0.1 -0.3
O -1.4886 -7.1139 -2.9937 0.0 0.1 0.1
C -0.8066 -6.0900 -2.4581 0.0 -0.1 -0.2
O -1.2207 -5.4029 -1.5694 0.0 0.1 0.2
O 0.3878 -5.9289 -3.0471 -0.1 0.0 0.0
H 1.1511 -6.7646 -4.7976 0.0 0.2 0.1
H 1.2117 -7.7949 -3.3545 0.0 0.0 0.1
H -1.2419 -7.0515 -5.0411 0.0 0.1 0.0
H -0.8638 -8.6166 -4.2969 -0.1 0.0 0.2
C -4.0962 -4.1716 -2.8558 0.1 0.1 0.4
C -5.4545 -4.8347 -2.8349 -0.1 -0.1 0.1
O -5.8911 -4.6731 -4.1873 0.2 0.0 0.0
C -4.7942 -4.5222 -4.9724 -0.1 0.0 0.0
O -4.8000 -4.5362 -6.1554 0.0 0.0 -0.1
O -3.6790 -4.3547 -4.2085 -0.1 -0.1 0.0
H -3.3894 -4.6328 -2.1701 0.1 -0.1 -0.2
H -4.1545 -3.1002 -2.6454 0.0 0.0 -0.1
H -5.3953 -5.9010 -2.6086 0.0 0.0 0.0
H -6.1505 -4.3639 -2.1451 -0.1 0.1 -0.2
C -2.4750 4.8707 -0.9436 0.2 0.1 -0.1
C -3.3404 5.4662 0.1454 0.1 0.0 0.2
O -4.4418 5.9942 -0.5922 0.1 -0.1 -0.1
C -4.5300 5.3148 -1.7660 0.1 0.0 0.0
O -5.4357 5.3971 -2.5239 -0.1 0.0 -0.1
O -3.4399 4.5261 -1.9441 -0.1 0.0 0.1
H -1.9304 3.9871 -0.6183 -0.1 -0.1 -0.1
H -1.7696 5.5908 -1.3592 0.0 0.0 0.0
H -3.7176 4.7144 0.8447 0.0 0.0 0.0
H -2.8373 6.2526 0.7018 -0.1 0.1 -0.1
C 6.1688 -0.7459 2.3065 0.0 0.1 0.3
C 4.8723 -1.4769 2.5585 -0.2 0.0 0.2
O 4.1399 -1.2609 1.3281 0.1 0.2 -0.3
C 5.0737 -1.0177 0.3387 0.6 0.0 0.2
O 4.8732 -0.9818 -0.8285 -0.6 0.1 0.1
O 6.2901 -0.8394 0.8871 -0.2 0.0 -0.1
H 7.0198 -1.2098 2.7959 0.0 -0.1 -0.1
H 6.1222 0.3059 2.5927 0.0 0.0 0.0
H 5.0109 -2.5491 2.6996 0.0 0.0 0.0
H 4.3376 -1.0698 3.4163 0.0 -0.1 -0.4
C 2.6210 4.2226 -2.7830 0.2 0.0 0.0
C 1.7616 4.8477 -1.7048 0.1 0.1 0.1
O 0.6877 5.4115 -2.4508 0.1 -0.2 -0.2
C 0.5910 4.7365 -3.6262 0.0 0.0 0.0
O -0.3019 4.8448 -4.3937 -0.1 0.0 -0.1
O 1.6618 3.9113 -3.7938 0.0 0.0 0.1
H 3.1355 3.3223 -2.4534 -0.1 -0.1 -0.1
H 3.3540 4.9210 -3.1900 0.0 0.0 0.0
H 1.3566 4.1080 -1.0116 0.0 0.0 0.0
H 2.2811 5.6174 -1.1391 -0.2 0.1 0.0
C 2.4380 0.5697 6.7321 -0.1 0.2 0.1
C 3.2879 1.4119 5.8071 -0.2 0.4 0.0
O 4.4060 0.5588 5.5454 0.0 -0.3 0.0
C 4.0103 -0.7217 5.7470 -0.3 0.3 0.5
O 4.6376 -1.6771 5.4269 0.1 -0.2 0.1
O 2.7865 -0.7607 6.3264 0.2 0.0 -0.2
H 1.3716 0.7385 6.6071 0.0 -0.2 -0.1
H 2.6986 0.7052 7.7823 0.1 -0.1 0.0
H 2.7885 1.6249 4.8611 0.0 0.0 0.0
H 3.6110 2.3474 6.2559 0.2 -0.1 0.0
C -2.9155 9.8920 -0.4382 -0.2 0.2 0.0
C -2.0232 10.5861 -1.4442 -0.1 0.2 -0.1
O -0.8431 9.7714 -1.4189 -0.1 -0.1 0.1
C -1.1934 8.5432 -0.9869 0.0 0.1 -0.1
O -0.4874 7.5856 -1.0093 0.1 0.0 0.1
O -2.4631 8.5349 -0.5216 0.0 0.1 0.0
H -3.9717 9.9597 -0.6838 0.0 -0.2 0.0
H -2.7612 10.2523 0.5803 0.1 0.0 0.0
H -2.4380 10.5711 -2.4528 0.0 -0.1 0.0
H -1.7876 11.6110 -1.1711 0.2 -0.1 0.0

***

(2)
55
Properties=species:S:1:pos:R:3:forces:R:3 method="wB97M-V/def2-TZVPD" gap_ev=1.96 fmax_ev_per_a=5.9 de_lowest_kj_mol=0.0 charge=+2 spin_multiplicity=1
Tl 7.0860 3.6471 0.4211 -0.1 -0.2 -0.1
Tl 1.5273 -0.8662 -0.0339 0.0 0.1 -0.1
B 3.2600 2.8922 -1.4177 -0.4 0.5 1.9
H 2.2326 2.7016 -1.6867 -4.1 -2.5 -0.9
H 3.8555 2.2566 -2.0547 2.2 -2.3 -4.2
H 3.4894 3.8969 -1.7372 2.7 4.1 -1.0
H 3.3720 2.7301 -0.3568 -0.1 0.2 4.3
B 8.3709 6.9426 -1.8595 0.2 0.6 0.1
H 8.8311 7.6437 -2.5383 3.8 2.4 -2.1
H 8.5949 7.1821 -0.8315 -0.1 3.2 4.2
H 7.2977 6.8731 -1.9470 -5.0 -2.0 1.1
H 8.7731 5.9612 -2.0581 0.9 -4.4 -3.3
B 5.9641 -0.4575 0.6852 3.6 -1.4 -2.1
H 5.9827 -1.5354 0.6404 -0.4 -4.0 0.4
H 5.2156 -0.1779 1.4103 -4.4 1.6 3.5
H 6.9094 -0.0838 1.0470 3.3 1.7 1.6
H 5.6251 -0.0228 -0.2423 -2.3 2.6 -3.4
C 2.3731 3.1330 6.1323 0.8 -0.7 -0.6
C 2.8943 2.8234 4.7311 -2.1 2.6 3.4
O 2.2865 2.0751 3.9730 1.0 -0.5 -1.6
O 3.8170 3.5596 4.2695 -0.1 -1.4 -1.1
H 1.9914 2.2593 6.6606 0.3 -0.2 0.0
H 1.6151 3.9095 6.2351 0.0 0.1 -0.8
H 3.2824 3.5086 6.6014 0.2 0.0 0.6
C -3.4033 4.7978 -3.9343 2.1 1.5 -1.0
C -1.9046 5.1911 -4.0848 -1.3 0.0 -1.3
O -1.2861 3.9074 -4.3070 -0.2 0.8 0.7
C -2.0876 2.9745 -3.7037 1.3 -3.1 1.2
O -1.7737 1.7938 -3.4471 -1.0 4.4 -1.2
O -3.2222 3.5726 -3.3485 -1.1 -2.8 1.3
F -1.4964 5.8059 -2.9448 0.6 -0.4 0.3
H -3.8217 4.6648 -4.9320 -0.4 0.3 0.1
H -3.9091 5.5069 -3.2790 -0.2 -0.3 -0.2
H -1.7031 5.8682 -4.9149 0.3 -0.3 0.0
C 4.1881 8.0104 -5.0575 0.0 0.4 -0.4
N 3.3529 8.1662 -6.3170 -1.1 -1.1 0.8
O 3.6486 9.0778 -7.0164 0.7 1.2 -0.9
O 2.4053 7.4228 -6.5802 1.0 0.0 0.9
H 4.3848 9.0291 -4.7233 -0.3 0.0 0.1
H 5.1654 7.6483 -5.3765 -0.3 -0.4 0.0
H 3.6918 7.4149 -4.2913 0.0 -0.1 -0.4
C 4.9061 2.1010 -6.8994 -0.8 0.8 0.0
N 6.2982 2.5302 -6.5809 0.6 -1.5 -0.7
O 7.2000 2.0686 -7.2699 -0.9 0.7 0.6
O 6.4754 3.2316 -5.6105 0.0 0.5 0.4
H 4.1992 2.7743 -6.4146 0.3 0.2 0.1
H 4.6931 1.1159 -6.4843 0.5 -0.1 -0.4
H 4.7660 2.1975 -7.9761 0.2 -0.5 0.1
C -0.0524 5.5914 1.4890 0.9 -0.1 -1.1
N -1.0526 4.4126 1.3775 2.2 1.7 1.1
O -1.9996 4.5528 2.0537 -3.1 0.7 1.5
O -0.7512 3.3769 0.8613 1.2 -0.9 -1.5
H 0.5410 5.6514 0.5766 0.0 -0.4 0.1
H 0.5995 5.3919 2.3394 -0.2 -0.4 -0.1
H -0.4490 6.5970 1.6294 -1.0 -0.6 0.1

***

(3)
8
Properties=species:S:1:pos:R:3:forces:R:3 method="wB97M-V/def2-TZVPD" gap_ev="8.83 / 8.83" fmax_ev_per_a=4.9 de_lowest_kj_mol=153.3 spin_multiplicity=1
N 0.6940 -0.1896 -1.2222 -0.3 0.3 -3.6
N 0.3744 -0.6803 -0.0995 -1.6 -0.2 4.7
N -1.1304 0.0556 0.5151 0.1 0.4 -1.4
Cl 1.5086 -0.1728 1.2025 -0.1 -0.4 -1.3
Cl -1.2329 1.7651 1.0844 0.7 -1.0 -0.3
Cl -1.4999 -0.9845 1.7710 -0.3 -0.4 0.8
H 1.2907 0.6063 -1.2601 0.1 0.9 -0.3
H -0.0045 -0.3998 -1.9911 1.4 0.4 1.4

***

(4)
16
Properties=species:S:1:pos:R:3:forces:R:3 method="wB97M-V/def2-TZVPD" gap_ev=10.16 fmax_ev_per_a=5.9 de_lowest_kj_mol=228.3 charge=+1 spin_multiplicity=1
C -0.2539 0.1454 -1.9490 0.6 -1.6 1.8
N 1.0909 -0.3929 -1.1883 -3.4 2.5 -1.9
H 0.0439 0.4283 -2.9086 0.6 0.6 -1.4
H -0.6571 1.0221 -1.3848 0.3 -1.1 -0.5
H -0.9288 -0.7757 -2.0880 0.9 1.7 0.8
H 1.9372 -0.0373 -1.5246 1.5 1.0 -1.2
H 1.0570 -0.0961 -0.2144 -0.2 0.0 1.8
H 1.0926 -1.3324 -1.3601 0.1 -3.3 0.0
C -1.6372 -0.1818 1.2693 5.3 2.1 -1.3
C -0.3541 -0.2595 1.8379 -3.0 0.1 0.1
N 0.8344 0.5425 1.3019 -0.5 -3.8 2.6
H -1.6237 0.4637 0.2792 -0.8 -1.4 2.3
H -2.5221 -0.5512 1.7234 -0.5 -0.5 0.1
H -0.2654 -0.9036 2.8191 0.5 1.6 -2.1
H 0.6552 1.4983 1.3184 -0.9 2.1 0.0
H 1.5311 0.4303 2.0688 -0.3 0.0 -1.1